ORCA calculation (ωB97M-V with the def2-TZVPD basis set) on a molecular structure, C26H45ClNPSeTi.

Geometry as XYZ:
```
76
Properties=species:S:1:pos:R:3:forces:R:3:lowdin_charge:R:1
Se 0.1270 0.1226 7.3082 -0.0148 0.0127 0.5996 0.59
Ti -0.1347 -0.0269 2.4523 -0.7844 4.8013 0.2160 0.43
Cl 1.1578 1.9089 2.5678 -0.0709 -0.1404 0.0347 0.13
P 0.0834 0.5343 -0.1468 0.4864 0.1872 -0.0852 1.07
N 0.0908 -0.3563 4.4161 0.1971 0.1103 2.7623 -0.09
C -2.9498 3.4180 -0.5138 0.1162 -0.0411 0.0690 -0.19
C 0.1056 -0.1679 5.6050 0.0741 -0.4152 -3.1321 -0.94
C -1.8802 0.6801 2.2242 0.5352 -0.4154 0.5032 -0.21
C 2.7113 -0.2545 0.3925 0.3459 0.0746 -0.0019 -0.25
C -0.8178 4.5250 -1.3432 0.0009 0.0187 0.1673 -0.19
C -2.3165 -2.4211 2.6772 -0.0399 -0.0678 0.8618 -0.17
C -0.7896 -2.2616 -3.9335 0.0913 0.0968 0.0647 -0.20
C -0.6470 0.0834 -2.9272 0.0269 -0.0754 -0.2838 -0.20
C -0.5845 -0.5385 -1.5257 0.0767 0.2770 0.3490 -0.42
C -0.6091 -3.8000 3.9420 -0.0852 -0.0134 -0.0855 -0.18
C -1.2044 -1.9128 1.8013 1.8840 -3.3123 -0.4991 -0.20
C -1.8247 -2.8799 4.0648 -0.0062 0.1503 0.0214 -0.19
C -0.1234 3.1573 -1.3979 -0.0681 0.0103 -0.1311 -0.20
C 4.7718 0.2537 -1.0098 -0.1513 -0.0144 -0.1731 -0.20
C -2.3423 4.4316 -1.4852 0.1023 -0.0733 -0.0946 -0.20
C 0.1237 -1.9016 -1.5798 -0.0471 -0.1292 -0.0923 -0.21
C 2.4408 0.8571 -1.8644 0.2278 0.0493 -0.0006 -0.21
C -2.2536 2.0534 -0.5911 -0.0796 0.1096 -0.0911 -0.22
C 0.1492 -2.2239 2.0433 -3.0198 -2.4594 -1.0912 -0.19
C 4.2099 0.0879 0.4018 -0.1352 0.0252 0.0242 -0.19
C -0.6115 -2.8569 -2.5306 0.0025 0.0776 -0.0270 -0.19
C 1.9231 0.7835 -0.4227 -0.5484 0.1584 -0.1073 -0.45
C -1.3977 -0.8538 -3.8868 0.0229 -0.0070 0.1064 -0.19
C -0.7446 2.2073 -0.3649 0.3812 -0.3095 0.0914 -0.43
C 0.5585 -3.1960 3.1286 0.1368 0.1770 0.8342 -0.17
C 3.9321 1.2218 -1.8563 0.0464 0.0174 0.0598 -0.19
H -4.0197 3.2954 -0.7130 0.0894 0.0484 0.0460 0.11
H -1.1502 1.0587 -2.9090 0.1901 -0.3714 -0.0330 0.08
H -1.6271 -0.7025 -1.1934 0.1445 -0.0655 -0.1448 0.11
H 2.3095 -0.1117 -2.3690 0.0573 0.1832 0.1120 0.10
H -2.7872 5.4176 -1.3129 0.0404 -0.0950 -0.0790 0.11
H -0.5826 4.9913 -0.3769 -0.0028 -0.0309 -0.0961 0.12
H 4.3478 1.0210 0.9643 -0.0522 -0.0999 -0.0502 0.12
H 0.1874 -2.2183 -4.4359 -0.1128 0.0046 0.0743 0.11
H -1.6029 -3.0772 -2.1098 0.1170 -0.0026 -0.0191 0.12
H 0.9520 3.2862 -1.2123 -0.2391 -0.0128 -0.0178 0.11
H -0.9333 -4.7314 3.4606 0.0651 0.0953 -0.0293 0.11
H 4.7589 -0.6929 0.9386 -0.0130 0.1001 -0.0353 0.11
H -0.0634 -3.8049 -2.5875 -0.1395 0.0933 -0.0111 0.11
H 0.3713 0.2544 -3.3093 -0.3053 -0.0652 0.1152 0.10
H -0.2271 2.7393 -2.4108 0.0565 0.1446 0.2197 0.10
H -1.4105 -0.4118 -4.8902 -0.0496 -0.1021 0.1275 0.11
H -0.2536 -4.0835 4.9390 -0.0229 0.0925 -0.1765 0.12
H -1.4299 -2.9185 -4.5332 0.1378 0.0688 0.0362 0.11
H 4.0400 2.2359 -1.4464 -0.0161 -0.0940 -0.0668 0.12
H -0.5878 2.6449 0.6362 -0.0915 -0.0497 -0.2925 0.07
H 1.1014 -4.0357 2.6654 -0.0749 0.3944 -0.2050 0.12
H -2.8525 3.8029 0.5106 -0.0305 -0.0626 -0.0876 0.12
H -2.5931 4.1458 -2.5157 0.0185 -0.0096 0.0782 0.11
H -2.8200 0.1794 1.9650 0.1444 0.1835 0.1189 -0.01
H 4.7928 -0.7261 -1.5056 -0.0021 0.0617 0.0246 0.11
H -2.0345 1.7501 2.4311 0.1716 -0.2194 -0.0694 0.01
H -1.5698 -2.0102 4.6774 -0.1082 -0.1479 -0.1681 0.08
H 2.5706 -1.2581 -0.0398 -0.0007 0.1329 0.0348 0.11
H -2.4412 -0.9289 -3.5505 0.0706 0.0254 -0.0679 0.12
H 4.3092 1.2493 -2.8848 0.0047 0.0184 0.1255 0.11
H -2.6773 1.3829 0.1638 0.0642 0.1056 -0.2072 0.07
H -0.4046 5.1757 -2.1216 -0.0545 -0.0312 0.1017 0.11
H -1.5065 -1.5336 0.8208 0.3344 0.3114 0.4141 0.09
H -2.4452 1.6046 -1.5764 -0.0261 0.1224 0.1723 0.10
H 0.1745 -2.3591 -0.5830 -0.0157 0.1066 -0.2740 0.08
H 0.8903 -2.1223 1.2389 -0.3280 0.6559 0.3574 0.08
H 5.8072 0.6071 -0.9621 -0.0974 -0.0679 -0.0169 0.11
H 1.2933 -2.7323 3.8083 -0.2547 -0.0215 -0.2222 0.11
H 2.0804 1.7677 0.0505 0.0600 -0.2648 -0.0784 0.08
H 2.3659 -0.2852 1.4404 0.0570 0.0387 -0.3907 0.05
H 1.8856 1.6023 -2.4530 0.1442 -0.2248 0.2131 0.10
H -3.1086 -1.6693 2.7892 0.2654 -0.1840 -0.0719 0.10
H 1.1630 -1.7708 -1.9235 -0.2972 -0.0075 0.0875 0.11
H -2.7914 -3.2942 2.1967 0.2682 0.2663 -0.2647 0.13
H -2.6344 -3.4086 4.5832 0.1295 0.0963 -0.1526 0.12
```
Forces are in eV/Å.

Computed properties:
E in eV: -139455.472
HOMO energy (spin up / spin down) in eV: -7.272 / -7.241



ORCA calculation (ωB97M-V with the def2-TZVPD basis set) on a molecular structure, C26H45F3O2P2W.

Geometry as XYZ:
```
79
Properties=species:S:1:pos:R:3:forces:R:3:lowdin_spin:R:1
W 0.0000 0.0000 0.0000 0.2402 1.7524 0.9493 1.58
P 0.4500 1.4432 -1.7783 3.1137 5.3159 -4.7379 0.08
P -1.6326 0.8543 1.5138 -3.8699 2.3129 4.4467 0.07
F 3.5102 3.5145 0.8976 -0.9745 -0.4859 1.5190 0.00
F 3.3428 2.4223 2.8482 -0.7694 0.9856 -1.2246 0.00
F 2.5076 4.4799 2.6435 0.4938 -2.4795 -1.3812 0.00
O 1.2716 1.5482 0.8792 -0.0184 1.7687 1.0952 0.06
O 0.3200 3.3869 1.9367 4.6655 -2.9657 -1.7245 0.02
C -3.7729 -0.3961 -3.4285 -0.0934 0.0690 0.6151 0.00
C 0.4140 -2.2546 -0.0872 1.6098 -1.5992 0.4464 -0.01
C 1.3131 -0.9439 1.5984 0.5118 -0.6190 0.3832 0.00
C -3.0590 -0.6430 -2.1095 -0.9806 -1.0844 -0.1795 0.00
C -1.6051 -1.4935 -4.2035 -1.2193 -0.0913 -1.2660 0.00
C 1.5715 2.9898 -1.4994 0.0048 -0.0393 1.5861 0.02
C 1.3513 2.7066 1.5600 -6.4765 1.1245 0.4655 0.00
C -2.6675 -3.5782 -3.3293 0.6573 0.2440 -0.3608 0.00
C 3.4435 0.0674 0.3152 -1.0035 -0.1467 0.1009 0.00
C 1.5643 -1.5413 -0.6876 0.9851 -1.5333 1.5057 0.02
C -0.6302 -2.6156 2.3461 0.1270 0.6840 -0.8276 0.01
C -1.1002 1.0895 3.3235 0.7473 -0.2471 -0.5194 0.01
C 0.0390 -3.7134 -0.4381 -0.2987 0.8227 -0.5416 0.00
C -2.9732 -1.8564 -1.5301 -1.1282 0.5801 -0.8738 0.00
C -3.5433 -3.1120 -2.1552 -0.2315 0.4933 0.4043 0.00
C 1.7570 -0.4962 3.0031 -0.5192 -0.0141 -0.8726 0.00
C 0.2159 -1.8611 1.3037 2.0351 -0.3988 0.1500 0.02
C -1.4616 -2.6599 -3.5941 -1.3769 -0.9352 -1.0987 0.00
C -0.7393 2.6471 -2.6571 -0.5866 -1.0291 -0.1697 0.03
C -2.3991 2.5763 1.3175 0.5062 -0.2385 -1.0797 0.04
C 1.7901 1.0260 -3.0858 -0.8307 -1.3106 -0.2050 0.02
C 2.1058 -0.6909 0.3623 0.2247 -1.6625 0.6759 0.00
C 2.5213 -2.0308 -1.8073 -0.7341 0.5149 0.2034 0.01
C -3.2467 -0.0058 2.0474 0.5022 -0.4153 -1.0493 0.01
C 2.6928 3.2775 1.9818 1.9490 1.7711 0.9605 0.00
C -2.9633 -0.9268 -4.6202 0.6318 -0.4348 -0.1163 0.00
H 1.0504 3.7559 -0.9237 -0.0846 -0.1109 0.1514 0.00
H 1.8749 3.4704 -2.4307 -0.4059 -0.5480 -0.2330 0.00
H 3.5865 0.5676 -0.6400 -0.0351 -0.0481 -0.0797 0.00
H -1.5633 -2.9784 1.9168 0.0378 0.0011 -0.0764 0.00
H -2.3711 -4.6201 -3.2375 0.3314 0.0235 0.4158 0.00
H 2.7054 -0.9695 3.2557 0.0874 -0.1212 -0.2464 0.00
H -0.0837 -3.4785 2.7260 0.1769 0.0129 -0.1290 0.00
H 2.4880 2.7245 -0.9715 -0.2017 -0.0970 -0.0396 0.00
H 0.6419 -4.3785 0.1802 0.2253 0.2991 0.3083 0.00
H -2.8462 -0.1850 -5.4084 0.1771 0.2669 0.2389 0.00
H 3.1626 -2.8119 -1.3988 -0.1254 -0.0405 0.3404 0.00
H -0.9919 -3.9602 -0.2021 -0.1601 0.0994 -0.2006 0.00
H -3.6476 -3.8852 -1.3942 0.1482 -0.0142 0.0019 0.00
H -1.8687 1.6216 3.8833 -0.2241 0.0168 -0.4470 0.00
H -0.1843 1.6671 3.4215 -0.0667 -0.0887 -0.1127 0.00
H -3.9718 0.6702 -3.5339 0.1226 0.0287 0.0205 0.00
H -0.8857 -1.9900 3.1972 0.0885 0.0916 -0.0084 0.00
H -4.7591 -0.8601 -3.4059 0.0201 -0.1109 0.0519 0.00
H -3.2858 -3.6152 -4.2252 0.0075 0.3154 -0.1550 0.00
H 0.2788 -4.0073 -1.4570 -0.2527 0.3150 -0.1532 0.00
H -3.0629 2.6058 0.4541 -0.0739 -0.1690 -0.0715 0.00
H -3.9758 -0.0073 1.2376 0.1022 -0.1006 -0.1322 0.00
H -2.4970 -2.0847 -0.6129 0.7200 0.4968 1.1537 0.00
H 3.1921 -1.2385 -2.1338 -0.1127 0.0890 0.1302 0.00
H -0.9632 0.1305 3.8137 -0.0088 -0.1659 -0.0872 0.00
H -3.7077 0.5138 2.8871 0.4250 0.2716 -0.0465 0.00
H 2.0755 -2.4547 -2.6998 -0.4833 0.0630 0.0091 0.00
H 1.6504 1.6309 -3.9823 -0.2089 0.0850 0.1794 0.00
H -1.6201 3.3254 1.1781 -0.1145 -0.2286 0.0419 0.00
H -1.5194 2.9764 -1.9717 -0.0221 -0.1636 0.1144 0.00
H -0.2543 3.5417 -3.0459 0.4960 -0.2560 0.3739 0.00
H -2.9836 2.8508 2.1954 0.1242 -0.4274 0.1328 0.00
H -1.1933 2.1950 -3.5258 -0.4229 -0.4234 -0.1108 0.00
H -4.5606 -2.9223 -2.4983 0.0041 0.0772 -0.0724 0.00
H 1.0497 -0.7856 3.7761 -0.0898 -0.0602 -0.1439 0.00
H 3.4989 0.8293 1.0922 -0.0438 -0.3103 -0.0856 0.00
H 1.7924 -0.0174 -3.3827 -0.3520 -0.1263 -0.2214 0.00
H -0.5036 -3.1058 -3.5755 1.0509 -0.3219 0.3611 0.00
H -0.7852 -1.0148 -4.6789 1.0141 0.4486 0.1005 0.00
H -3.0575 -1.0339 2.3528 0.0245 -0.0240 -0.0648 0.00
H 2.7995 1.2018 -2.7147 -0.2641 0.2813 0.3747 0.00
H -3.5406 -1.7028 -5.1201 0.0146 -0.2833 0.1156 0.00
H 1.9150 0.5779 3.0686 -0.0023 -0.0880 -0.0624 0.00
H -2.6246 0.2677 -1.7683 0.5733 0.6009 1.1274 0.00
H 4.2786 -0.6165 0.4639 -0.1102 -0.2643 -0.0431 0.00
```
Forces are in eV/Å.

Computed properties:
Multiplicity: 3
ΔE to the lowest compared entry with this formula, charge and spin in eV: 1.2620
E in eV: -60323.370
Charge: +2
Expectation value of S²: 2.024
HOMO energy (spin up / spin down) in eV: -14.205 / -14.207



ORCA calculation (ωB97M-V with the def2-TZVPD basis set) on 3 unconnected molecules or ions with the total composition C26H45N3O4.

Geometry as XYZ:
```
78
Properties=species:S:1:pos:R:3:forces:R:3:lowdin_spin:R:1
O 1.4814 -2.6045 1.8243 -0.0301 -0.6047 -0.4055 0.00
O -6.2637 1.1007 -2.7120 -0.2101 -0.4934 -0.1014 0.54
O 4.0018 2.4925 2.6231 0.5334 -0.1074 0.0267 0.54
O -1.0377 -2.1746 -2.1268 0.1175 -0.3567 -0.1337 0.00
N 4.1187 1.8282 3.7247 -1.3974 0.6700 -0.8301 0.37
N 3.9936 -4.0746 0.1220 0.2924 0.0716 -0.3152 0.00
N -5.5122 0.6247 -3.6490 0.0480 1.5156 0.9033 0.37
C 3.7671 2.6841 4.8953 0.5498 0.1472 1.1985 0.03
C 3.4583 0.4951 3.6087 0.3827 -1.2242 0.4118 0.03
C 1.5522 1.4167 5.0325 0.0984 -0.0028 -0.0329 0.00
C 1.1485 -3.1336 0.7792 0.0722 0.3063 0.6376 0.00
C 4.0318 -0.4957 4.6393 0.0053 0.0690 0.1865 0.00
C -4.1354 0.3569 -3.1379 0.8281 -1.0586 -0.1752 0.03
C 1.9006 -2.9293 -0.4896 0.3654 0.1263 -0.7404 0.00
C 4.4057 2.1375 6.1911 -0.0128 -0.1536 0.0033 0.00
C 3.7576 -0.1110 2.2449 0.1457 0.2268 -0.4100 0.00
C 1.9462 0.6237 3.7865 -0.3173 0.3572 0.1217 0.02
C 2.2490 2.7773 5.0571 -0.3634 -0.1923 -0.1979 0.02
C -0.7533 -3.8623 -0.4896 -0.0509 -0.2033 0.2527 0.00
C 3.8213 -5.2785 -0.6604 -0.2230 -0.2304 0.1408 0.00
C -3.3269 1.6517 -3.0713 -0.0722 0.4676 -0.1261 0.02
C -4.2161 -0.2628 -1.7479 -0.2677 0.1197 0.2835 0.00
C -5.2370 0.6116 -6.1360 0.1256 -0.0756 0.0249 0.00
C -0.0660 -3.9802 0.6388 0.0876 0.0674 -0.2168 0.00
C 4.3437 4.0808 4.6928 0.0277 0.1619 -0.3427 0.00
C 3.4030 -2.8865 -0.4615 -0.1427 0.1122 0.7720 0.00
C -3.4070 -0.6793 -4.0128 0.0203 0.0541 -0.2709 0.00
C -5.6520 1.4328 -4.8954 -0.0986 -0.3490 -1.2771 0.03
C -7.1176 1.8002 -5.0991 -0.2361 0.0737 0.2890 0.00
C -0.2793 -2.8878 -1.5077 -0.0796 0.2794 -0.2104 0.00
C -4.8142 2.7091 -4.8057 0.2969 0.1785 0.2921 0.02
C -3.3710 2.4576 -4.3692 -0.0501 -0.0774 0.0121 0.00
C 1.1991 -2.8120 -1.6157 -0.1948 -0.1726 0.4961 0.00
H -5.2809 3.3956 -4.0922 -0.0663 -0.0927 0.0439 0.00
H 1.6657 -2.6637 -2.5714 0.0435 0.2866 -0.3080 0.00
H 4.1477 4.6836 5.5786 -0.0233 -0.0766 0.1050 0.00
H -2.8665 3.4141 -4.2193 0.0100 -0.0010 -0.0169 0.00
H 5.4001 1.7348 5.9966 -0.0078 -0.0117 -0.0266 0.00
H -7.2286 2.3288 -6.0449 0.1015 -0.0258 -0.0807 0.00
H 4.5166 2.9376 6.9220 -0.0467 0.1123 -0.0835 0.00
H 1.8390 3.3953 4.2521 0.1046 -0.0142 -0.0622 0.00
H 4.8337 -0.1700 2.0672 -0.0010 0.0717 0.0310 0.00
H 5.1222 -0.4974 4.6077 0.0062 0.0333 -0.0089 0.00
H 3.8104 1.3671 6.6771 0.0256 -0.0136 -0.0666 0.00
H 2.8132 -5.4164 -1.0609 -0.1959 0.0405 -0.0890 0.00
H 3.6908 -1.5043 4.4062 -0.0445 0.0270 -0.1362 0.00
H -7.7438 0.9073 -5.1318 0.0164 -0.0111 0.0165 0.00
H -7.4930 2.4526 -4.3133 0.0471 -0.1046 0.0606 0.00
H 3.7201 -0.3000 5.6621 0.0266 0.0404 -0.0479 0.00
H 3.3495 -1.1166 2.1974 -0.0738 -0.0575 0.1797 0.00
H 3.7322 -2.0294 0.1150 0.0322 0.2294 0.1560 0.00
H 0.4705 1.5637 5.0408 -0.0019 -0.0051 0.0197 0.00
H -1.6457 -4.4309 -0.6797 -0.3634 0.0795 -0.0712 0.00
H -3.7122 2.2757 -2.2583 -0.1064 -0.0684 -0.0028 0.00
H -4.8291 3.2108 -5.7758 -0.0692 -0.0472 -0.0494 0.00
H -3.2150 -0.5383 -1.4197 0.0814 -0.0296 -0.1155 0.00
H 3.3079 0.4578 1.4318 0.0687 0.0999 0.0678 0.00
H 5.4233 4.0401 4.5400 -0.0039 -0.0227 -0.0115 0.00
H -4.8301 -1.1647 -1.7570 -0.0194 0.0135 -0.0232 0.00
H -5.5461 -0.4291 -6.0362 0.0083 -0.0021 0.0321 0.00
H 4.0239 -6.1366 -0.0350 0.1321 -0.2457 0.1638 0.00
H -0.3428 -4.6485 1.4329 -0.1446 0.0125 0.3479 0.00
H -3.0978 -0.2989 -4.9839 -0.0991 0.0166 0.0207 0.00
H 3.7652 -2.7412 -1.4674 0.1906 -0.0700 -0.3946 0.00
H -4.1677 0.6361 -6.3351 -0.0174 -0.0347 0.0673 0.00
H 1.5067 -0.3748 3.8212 0.0801 -0.0644 -0.0429 0.00
H -2.4969 -1.0106 -3.5178 -0.0740 0.0584 0.1486 0.00
H -2.8142 1.9428 -5.1568 -0.0263 -0.0264 0.0019 0.00
H 1.7863 0.8479 5.9366 0.0313 0.0044 -0.0081 0.00
H -4.0325 -1.5587 -4.1740 -0.0491 0.0260 0.0003 0.00
H 3.7095 -4.2030 1.0783 -0.0717 0.0587 0.1700 0.00
H -2.2933 1.4112 -2.8152 -0.0040 -0.1045 0.0211 0.00
H -4.6296 0.4251 -1.0123 -0.0867 -0.0061 -0.0949 0.00
H 4.5164 -5.3201 -1.4915 0.1764 0.1535 -0.1969 0.00
H 2.0245 3.2952 5.9922 0.0868 0.0365 0.0274 0.00
H -5.7188 1.0097 -7.0286 -0.0834 0.1035 0.0664 0.00
H 3.8970 4.5929 3.8430 0.0458 -0.1113 -0.0470 0.00
H 1.5220 1.1187 2.9070 0.1144 0.0402 -0.0293 0.00
```
Forces are in eV/Å.

Computed properties:
Multiplicity: 3
E in eV: -40347.431
Expectation value of S²: 2.008
HOMO energy (spin up / spin down) in eV: -8.133 / -9.117



Q: Which formula does entry 2 have?
A: C26H45F3O2P2W